# 1
A structure of composition C26H16Br4N4O4ReS. Source: the OMol25 dataset; level of theory: ωB97M-V/def2-TZVPD.

```
56
Properties=species:S:1:pos:R:3:mulliken_charge:R:1
Re 0.165 -0.513 -0.925 2.060
O 2.119 -0.614 -1.096 -0.389
C 3.123 0.140 -1.485 0.300
C 4.404 -0.437 -1.571 -0.745
C 5.475 0.331 -1.954 -0.492
C 5.321 1.692 -2.257 -0.666
C 4.077 2.264 -2.174 -0.857
C 2.957 1.501 -1.792 0.614
C 1.675 2.116 -1.696 -0.019
N 0.561 1.527 -1.387 0.470
N -0.514 2.430 -1.334 -0.951
C -1.579 1.816 -0.949 0.431
O -1.584 0.556 -0.663 -0.918
C -2.854 2.554 -0.796 0.466
C -4.016 1.848 -0.504 -0.330
C -5.216 2.527 -0.356 -0.677
C -5.259 3.906 -0.496 -0.374
C -4.097 4.611 -0.789 -0.646
C -2.897 3.939 -0.939 -0.324
H 4.510 -1.489 -1.340 0.475
H 6.455 -0.124 -2.023 0.396
H 6.175 2.284 -2.556 0.398
H 3.938 3.314 -2.403 0.379
H 1.598 3.182 -1.886 0.427
H -3.971 0.773 -0.409 0.459
H -6.122 1.976 -0.135 0.400
H -6.196 4.434 -0.381 0.385
H -4.130 5.687 -0.900 0.381
H -1.985 4.474 -1.168 0.444
Br -1.139 -7.397 -0.999 -0.168
C -1.199 -5.542 -1.324 0.337
C -2.180 -5.006 -2.153 0.241
Br -3.466 -6.112 -2.969 -0.163
C -2.225 -3.626 -2.382 -0.196
Br -3.514 -2.794 -3.462 -0.112
C -1.274 -2.826 -1.783 0.665
O -1.232 -1.485 -1.879 -0.846
C -0.290 -3.350 -0.958 0.373
O 0.543 -2.457 -0.474 -0.373
C -0.249 -4.715 -0.721 -0.706
Br 1.107 -5.347 0.417 -0.133
N 1.549 -1.317 5.888 -0.365
C 1.009 -0.190 5.406 -0.038
S 0.656 1.123 6.326 -0.322
C 0.832 -0.200 3.935 1.021
C -0.262 0.434 3.342 -0.865
C -0.411 0.389 1.976 -0.364
N 0.465 -0.228 1.181 -0.201
C 1.528 -0.826 1.733 -0.193
C 1.742 -0.834 3.094 -1.006
H 1.689 -1.386 6.883 0.223
H 1.608 -2.159 5.338 0.222
H -0.990 0.951 3.950 0.419
H -1.259 0.836 1.481 0.468
H 2.194 -1.318 1.042 0.536
H 2.634 -1.322 3.473 0.449
```

The value obtained for the gap between HOMO and LUMO (spin up / spin down) is 6.46 / 6.27 eV. For the energy above the lowest of the compared OMol25 structures with the same formula, charge and spin, the calculation gives 73.1 kJ/mol. As for the highest occupied orbital energy (spin up / spin down): -7.63 / -7.78 eV. As for the expectation value of S²: 0.756. The molar mass comes out at 986.3 Da. The spin multiplicity is 2.

---

# 2
A cluster of 2 separate species, C4H13N2O in total. Source: the OMol25 dataset; level of theory: ωB97M-V/def2-TZVPD.

```
20
Properties=species:S:1:pos:R:3:mulliken_charge:R:1
C -0.629 0.500 -0.351 -0.439
C -0.039 0.433 1.040 -0.716
C 1.360 0.089 1.347 0.577
C 1.930 -0.581 2.365 -0.949
N 2.242 0.436 0.330 -0.426
N -1.174 -0.924 -0.708 -0.378
H -1.476 1.293 -0.243 0.311
H -0.092 0.809 -1.230 0.483
H -0.211 1.486 1.613 0.306
H -0.714 -0.263 1.754 0.271
H 2.925 -0.985 2.423 0.307
H 1.235 -1.017 3.252 0.171
H 3.097 -0.040 0.195 0.182
H 2.269 1.404 0.135 0.195
H -2.052 -1.178 -0.122 0.403
H -1.677 -0.887 -1.721 0.380
H -0.392 -1.528 -0.616 0.332
H -3.015 -0.093 -3.743 0.326
H -2.812 0.978 -2.758 0.294
O -2.536 0.099 -2.838 -0.629
```

The value obtained for the gap between HOMO and LUMO is 8.34 eV. For the energy above the lowest of the compared OMol25 structures with the same formula, charge and spin, the calculation gives 334.4 kJ/mol. As for the net charge: +1. As for the highest occupied orbital energy: -11.63 eV. The molar mass comes out at 105.2 Da. The spin multiplicity is 1.

---

# 3
A cluster of 4 separate species, C34H66BrClFIN4O10 in total. Source: the OMol25 dataset; level of theory: ωB97M-V/def2-TZVPD.

```
118
Properties=species:S:1:pos:R:3:mulliken_charge:R:1
C 1.862 1.478 1.542 -1.442
C 0.730 0.616 2.109 -0.407
C -0.396 0.379 1.088 -1.812
Br -1.682 1.858 1.248 0.009
C -1.076 -0.999 1.107 0.482
N -2.057 -1.158 0.012 -0.223
C -2.199 -0.349 -0.883 0.773
O -2.306 0.419 -1.764 -0.592
C -1.848 -1.330 2.460 1.044
F -1.635 -0.311 3.355 -0.373
C -3.321 -1.648 2.417 -1.099
C -4.246 -0.485 2.051 0.004
C -4.843 0.216 3.257 -1.335
I -5.875 -1.271 0.850 0.052
O -1.194 -2.447 3.024 -0.391
C 0.063 -2.530 2.496 -0.511
O 1.006 -2.852 3.131 -0.558
C -0.060 -2.199 1.015 2.448
C -0.758 -3.456 0.427 -0.620
C -0.156 -4.754 0.921 -0.316
O 0.700 -5.344 0.329 -0.458
C 1.352 -2.058 0.404 -1.926
C 1.584 -1.253 -0.889 -0.737
C 0.619 -1.473 -2.058 0.224
Cl 1.331 -2.477 -3.352 -0.225
H 2.311 2.094 2.319 0.409
H 1.489 2.165 0.778 0.230
H 2.661 0.884 1.095 0.274
H 0.294 1.150 2.950 0.597
H 1.116 -0.318 2.508 0.254
H -0.024 0.555 0.083 1.360
H -3.480 -2.516 1.782 0.482
H -3.559 -1.967 3.437 0.599
H -3.765 0.218 1.382 0.081
H -5.656 0.879 2.965 0.465
H -5.276 -0.525 3.933 0.385
H -4.072 0.780 3.785 0.273
H -1.816 -3.474 0.690 0.267
H -0.670 -3.481 -0.656 0.016
H -0.587 -5.171 1.848 0.433
H 1.684 -3.080 0.207 0.664
H 2.045 -1.680 1.155 0.371
H 2.577 -1.542 -1.236 0.821
H 1.669 -0.188 -0.680 -0.028
H -0.302 -1.963 -1.769 -0.166
H 0.359 -0.528 -2.533 0.052
C -3.547 -4.642 -6.254 -0.667
O -3.953 -5.900 -5.758 -0.349
C -2.952 -6.909 -5.795 -0.770
C -2.477 -7.270 -4.405 -0.198
N -1.717 -6.183 -3.808 -0.206
C -1.396 -6.353 -2.396 -0.577
C -2.545 -6.462 -1.401 -0.712
O -3.283 -5.266 -1.225 -0.320
C -4.304 -5.022 -2.174 -0.593
H -4.441 -4.026 -6.336 0.240
H -2.835 -4.137 -5.590 0.258
H -3.090 -4.733 -7.244 0.345
H -2.111 -6.593 -6.419 0.407
H -3.399 -7.796 -6.251 0.397
H -1.834 -8.153 -4.473 0.340
H -3.363 -7.549 -3.817 0.188
H -2.229 -5.318 -3.928 0.019
H -0.777 -5.502 -2.098 0.222
H -0.769 -7.244 -2.290 0.379
H -2.105 -6.674 -0.423 0.395
H -3.214 -7.300 -1.632 0.484
H -4.763 -5.953 -2.516 0.336
H -3.939 -4.468 -3.044 0.157
H -5.065 -4.415 -1.683 0.269
C -1.818 2.157 -4.091 -0.620
O -1.250 3.096 -4.980 -0.356
C -2.075 4.208 -5.294 -0.732
C -1.562 5.469 -4.634 -0.235
N -1.753 5.421 -3.191 -0.216
C -1.086 6.476 -2.440 -0.688
C 0.435 6.547 -2.487 -0.494
O 1.090 5.475 -1.834 -0.392
C 1.247 4.293 -2.591 -0.299
H -1.156 1.293 -4.070 0.144
H -1.904 2.552 -3.075 0.337
H -2.809 1.832 -4.421 0.372
H -3.113 4.016 -5.002 0.370
H -2.046 4.339 -6.379 0.416
H -2.111 6.329 -5.030 0.388
H -0.509 5.584 -4.927 0.189
H -1.439 4.525 -2.842 -0.095
H -1.373 6.364 -1.391 0.341
H -1.485 7.440 -2.776 0.415
H 0.737 7.447 -1.946 0.346
H 0.814 6.651 -3.512 0.344
H 1.386 4.510 -3.655 0.315
H 0.397 3.612 -2.481 -0.071
H 2.137 3.785 -2.219 0.278
C 5.208 6.037 6.483 -0.707
O 6.236 5.070 6.440 -0.349
C 6.054 3.963 7.311 -0.776
C 5.756 2.695 6.542 -0.193
N 4.440 2.746 5.925 -0.295
C 4.154 1.662 4.993 -0.644
C 5.026 1.519 3.752 -0.633
O 4.876 2.559 2.805 -0.369
C 5.631 3.730 3.051 -0.610
H 5.555 6.900 5.917 0.239
H 4.274 5.679 6.035 0.292
H 5.001 6.352 7.511 0.343
H 5.261 4.170 8.036 0.410
H 6.988 3.823 7.862 0.395
H 5.787 1.849 7.236 0.344
H 6.567 2.555 5.813 0.177
H 4.334 3.630 5.444 0.082
H 3.121 1.787 4.657 0.381
H 4.192 0.717 5.545 0.382
H 4.709 0.606 3.240 0.356
H 6.087 1.388 4.001 0.445
H 6.586 3.499 3.532 0.293
H 5.088 4.452 3.669 0.193
H 5.827 4.199 2.087 0.293
```

The value obtained for the gap between HOMO and LUMO is 9.02 eV. As for the structure (SMILES): CC[C@H](Br)[C@@]1(N=C=O)[C@@](CC=O)(CCCCl)C(=O)O[C@]1(F)C[C@H](C)I.COCCNCCOC.COCCNCCOC.COCCNCCOC. As for the highest occupied orbital energy: -8.66 eV. The molar mass comes out at 952.2 Da. The spin multiplicity is 1.

---

# 4
A structure of composition C17H19ClO2Tc. Source: the OMol25 dataset; level of theory: ωB97M-V/def2-TZVPD.

```
40
Properties=species:S:1:pos:R:3:mulliken_charge:R:1
Tc -0.140 -0.245 -0.440 1.059
C 0.280 -1.232 -2.471 1.176
C 1.316 -0.289 -2.215 0.677
C 0.710 1.001 -2.124 0.493
C -0.726 0.849 -2.328 0.770
C -0.987 -0.521 -2.544 0.531
C -2.311 -1.144 -2.836 -1.561
C -1.709 1.972 -2.346 -1.745
C 1.405 2.300 -1.892 -1.519
C 2.778 -0.574 -2.086 -1.952
C 0.433 -2.700 -2.661 -1.508
H -2.381 -2.163 -2.461 0.382
H -2.440 -1.185 -3.921 0.363
H -3.136 -0.562 -2.429 0.372
H -1.753 2.371 -3.363 0.375
H -1.417 2.785 -1.683 0.415
H -2.711 1.643 -2.078 0.390
H 0.949 3.072 -2.513 0.393
H 2.462 2.224 -2.135 0.436
H 1.324 2.637 -0.855 0.348
H 3.246 -0.458 -3.066 0.358
H 2.968 -1.589 -1.744 0.441
H 3.265 0.115 -1.398 0.448
H 0.319 -2.914 -3.728 0.363
H -0.343 -3.267 -2.145 0.361
H 1.409 -3.061 -2.348 0.374
Cl -0.257 0.287 7.814 -0.108
C -0.231 0.179 6.115 0.507
C 0.980 -0.103 5.473 -0.796
C 1.003 -0.184 4.105 -0.255
C -0.187 0.015 3.373 0.144
C -1.399 0.300 4.037 -0.271
C -1.419 0.383 5.405 -0.801
C -0.159 -0.078 1.972 1.438
O 0.915 -0.329 1.257 -0.912
O -1.219 0.073 1.195 -0.921
H 1.874 -0.254 6.061 0.438
H 1.928 -0.404 3.589 0.429
H -2.307 0.449 3.469 0.429
H -2.331 0.600 5.941 0.440
```

The value obtained for the gap between HOMO and LUMO (spin up / spin down) is 5.90 / 5.41 eV. As for the net charge: +2. As for the highest occupied orbital energy (spin up / spin down): -15.01 / -15.01 eV. As for the expectation value of S²: 3.840. The molar mass comes out at 388.8 Da. The spin multiplicity is 4.

---

no.,electronic energy (eV)
1,-334508.46499
2,-9378.11801
3,-156143.06597
4,-36737.16986